Record 1
The following is a quantum chemistry calculation of a structure of composition C2H5NO3 at a distorted geometry, from the OMol25 dataset.

As for the relative energy (zero: lowest compared OMol25 entry of this formula, charge and spin): 647.8 kJ/mol. The total energy is -359.46259 Ha. For the HOMO energy, the calculation gives -0.2896 hartree. For the HOMO-LUMO gap, the calculation gives 8.5 eV.

```
! wB97M-V def2-TZVPD RIJCOSX def2/J DEFGRID3
* xyz 0 1
O 1.208 2.222 -1.000
O 0.172 -0.867 0.333
O -1.536 0.935 -0.263
N -0.829 -1.854 0.671
C 0.921 0.988 -0.495
C -0.263 0.610 -0.032
H 1.324 -0.329 -0.179
H -0.541 -2.605 0.039
H -2.081 0.743 0.517
H -0.526 -2.077 1.621
H 2.150 2.235 -1.213
*
```

Charges in e, computed with natural (NBO), in the same order as the atoms: O -0.669; O -0.509; O -0.656; N -0.508; C -0.036; C 0.387; H 0.324; H 0.349; H 0.491; H 0.343; H 0.484

Record 2
The following is a quantum chemistry calculation of a cluster of 2 separate species, C2H5NO4 in total at a distorted geometry, from the OMol25 dataset.

As for the relative energy (zero: lowest compared OMol25 entry of this formula, charge and spin): 427.1 kJ/mol. The total energy is -434.83145 Ha. For the HOMO energy, the calculation gives -0.3535 hartree. For the HOMO-LUMO gap, the calculation gives 10.0 eV.

```
! wB97M-V def2-TZVPD RIJCOSX def2/J DEFGRID3
* xyz 0 1
O 0.400 -0.666 -1.445
O -2.462 -0.174 -0.011
O 0.840 1.495 -1.225
O -3.461 -1.393 1.655
N 1.311 0.178 -0.801
C 1.255 0.033 0.666
C -2.993 -0.811 0.783
H 0.306 0.290 1.219
H 2.206 0.589 1.147
H 1.452 -1.036 0.897
H -0.502 -0.429 -1.334
H 1.648 1.924 -1.551
*
```

Charges in e, computed with natural (NBO), in the same order as the atoms: O -0.578; O -0.529; O -0.610; O -0.500; N 0.098; C -0.470; C 1.028; H 0.190; H 0.213; H 0.221; H 0.462; H 0.475

Record 3
The following is a quantum chemistry calculation of a structure of composition C2H5NO4 at a distorted geometry, from the OMol25 dataset.

As for the relative energy (zero: lowest compared OMol25 entry of this formula, charge and spin): 297.2 kJ/mol. The total energy is -434.88092 Ha. For the HOMO energy, the calculation gives -0.3388 hartree. For the HOMO-LUMO gap, the calculation gives 9.5 eV.

```
! wB97M-V def2-TZVPD RIJCOSX def2/J DEFGRID3
* xyz 0 1
O -0.922 -0.336 -1.501
O 0.253 1.656 -0.643
O -0.881 -2.100 0.025
O 1.273 1.412 1.358
N 0.760 -0.444 0.116
C 0.610 0.909 0.324
C -0.626 -0.806 -0.320
H -1.125 -2.576 -0.782
H 1.260 2.380 1.310
H -1.170 -0.025 0.525
H 1.050 -0.953 0.943
H -0.483 0.882 -1.356
*
```

Charges in e, computed with natural (NBO), in the same order as the atoms: O -0.774; O -0.643; O -0.710; O -0.636; N -0.659; C 0.926; C 0.589; H 0.495; H 0.511; H -0.018; H 0.400; H 0.519

Record 4
The following is a quantum chemistry calculation of a cluster of 2 separate species, C2H5NO4 in total at a distorted geometry, from the OMol25 dataset.

As for the relative energy (zero: lowest compared OMol25 entry of this formula, charge and spin): 135.5 kJ/mol. The total energy is -434.94249 Ha. For the HOMO energy, the calculation gives -0.3840 hartree. For the HOMO-LUMO gap, the calculation gives 11.1 eV.

```
! wB97M-V def2-TZVPD RIJCOSX def2/J DEFGRID3
* xyz 0 1
O 1.963 0.941 -0.742
O 1.894 -1.154 0.089
O -0.586 0.761 0.666
O -2.323 0.524 -0.540
N -1.164 -1.343 0.060
C -1.323 -0.021 0.136
C 1.914 0.046 0.235
H -1.897 -1.868 -0.458
H 1.984 1.787 -0.290
H -2.049 1.338 -0.770
H 1.783 0.636 1.280
H -0.196 -1.646 0.334
*
```

Charges in e, computed with natural (NBO), in the same order as the atoms: O -0.660; O -0.614; O -0.693; O -0.690; N -0.851; C 0.877; C 0.674; H 0.419; H 0.491; H 0.491; H 0.104; H 0.452

Record 5
The following is a quantum chemistry calculation of a structure of composition C2H5NOP at a distorted geometry, from the OMol25 dataset.

As for the relative energy (zero: lowest compared OMol25 entry of this formula, charge and spin): 179.5 kJ/mol. The total energy is -550.17065 Ha. For the HOMO energy, the calculation gives -0.5392 hartree. For the HOMO-LUMO gap, the calculation gives 8.6 eV.

```
! wB97M-V def2-TZVPD RIJCOSX def2/J DEFGRID3
* xyz 1 1
P -2.712 -0.332 0.307
O -2.841 1.063 0.021
N -0.132 0.243 -0.681
C -0.947 -0.809 -0.144
C 0.537 0.213 0.762
H 0.160 0.763 1.596
H 1.508 -0.314 0.823
H -0.643 1.108 -0.799
H -0.788 -1.827 -0.529
H 0.406 0.057 -1.528
*
```

Charges in e, computed with natural (NBO), in the same order as the atoms: P 1.417; O -0.971; N -0.554; C -0.462; C -0.132; H 0.259; H 0.260; H 0.457; H 0.267; H 0.459

Record 6
The following is a quantum chemistry calculation of an isolated molecule of C2H5NOS at a distorted geometry, from the OMol25 dataset.

As for the relative energy (zero: lowest compared OMol25 entry of this formula, charge and spin): 81.8 kJ/mol. The total energy is -607.37566 Ha. For the HOMO energy, the calculation gives -0.3483 hartree. For the HOMO-LUMO gap, the calculation gives 10.1 eV.

```
! wB97M-V def2-TZVPD RIJCOSX def2/J DEFGRID3
* xyz 0 1
S -0.590 1.174 1.791
O 1.966 0.597 1.253
N -0.859 -0.139 -0.769
C 0.828 0.429 0.934
C 0.454 -0.448 -0.231
H -1.435 -0.941 -1.012
H -1.320 0.693 0.719
H 1.171 -0.218 -1.050
H -0.797 0.386 -1.638
H 0.582 -1.534 0.004
*
```

Charges in e, computed with natural (NBO), in the same order as the atoms: S -0.118; O -0.539; N -0.834; C 0.431; C -0.349; H 0.381; H 0.195; H 0.220; H 0.378; H 0.235

Please write out number 6 again, unchanged.
The following is a quantum chemistry calculation of an isolated molecule of C2H5NOS at a distorted geometry, from the OMol25 dataset.

As for the relative energy (zero: lowest compared OMol25 entry of this formula, charge and spin): 81.8 kJ/mol. The total energy is -607.37566 Ha. For the HOMO energy, the calculation gives -0.3483 hartree. For the HOMO-LUMO gap, the calculation gives 10.1 eV.

```
! wB97M-V def2-TZVPD RIJCOSX def2/J DEFGRID3
* xyz 0 1
S -0.590 1.174 1.791
O 1.966 0.597 1.253
N -0.859 -0.139 -0.769
C 0.828 0.429 0.934
C 0.454 -0.448 -0.231
H -1.435 -0.941 -1.012
H -1.320 0.693 0.719
H 1.171 -0.218 -1.050
H -0.797 0.386 -1.638
H 0.582 -1.534 0.004
*
```

Charges in e, computed with natural (NBO), in the same order as the atoms: S -0.118; O -0.539; N -0.834; C 0.431; C -0.349; H 0.381; H 0.195; H 0.220; H 0.378; H 0.235

What is the relative energy (zero: lowest compared OMol25 entry of this formula, charge and spin) in the sixth record?
81.8 kJ/mol

Repeat the fourth record exactly.
The following is a quantum chemistry calculation of a cluster of 2 separate species, C2H5NO4 in total at a distorted geometry, from the OMol25 dataset.

As for the relative energy (zero: lowest compared OMol25 entry of this formula, charge and spin): 135.5 kJ/mol. The total energy is -434.94249 Ha. For the HOMO energy, the calculation gives -0.3840 hartree. For the HOMO-LUMO gap, the calculation gives 11.1 eV.

```
! wB97M-V def2-TZVPD RIJCOSX def2/J DEFGRID3
* xyz 0 1
O 1.963 0.941 -0.742
O 1.894 -1.154 0.089
O -0.586 0.761 0.666
O -2.323 0.524 -0.540
N -1.164 -1.343 0.060
C -1.323 -0.021 0.136
C 1.914 0.046 0.235
H -1.897 -1.868 -0.458
H 1.984 1.787 -0.290
H -2.049 1.338 -0.770
H 1.783 0.636 1.280
H -0.196 -1.646 0.334
*
```

Charges in e, computed with natural (NBO), in the same order as the atoms: O -0.660; O -0.614; O -0.693; O -0.690; N -0.851; C 0.877; C 0.674; H 0.419; H 0.491; H 0.491; H 0.104; H 0.452

The highest relative energy (zero: lowest compared OMol25 entry of this formula, charge and spin) belongs to which entry?
C2H5NO3